## one
Here is 2 unconnected molecules or ions with the total composition C2H4ClNO2 from the OMol25 dataset. Energies are from wB97M-V/def2-TZVPD.

Calculated values
Frontier orbital gap (Ha): 0.4045
LUMO (eV): 0.5
Structure (SMILES): N[C@@H]1OC1=O.Cl

The geometry in ORCA input format:
```
! wB97M-V def2-TZVPD RIJCOSX def2/J DEFGRID3
* xyz 0 1
Cl 0.11733 -2.06293 1.50505
O -0.82615 -1.14563 -2.06304
O 0.47610 0.79076 -1.86784
N -0.15720 1.04708 0.63489
C -0.17869 -0.30702 -1.50030
C 0.50169 0.29218 -0.37480
H 1.37561 -0.14948 0.02059
H 0.28181 1.94439 0.82434
H -0.53894 -1.48959 2.54243
H -1.05157 1.08023 0.27868
*
```

Mulliken analysis output, partial charges in e: number 1, Cl, carries -0.27; number 2, O, carries -0.53; number 3, O, carries -0.38; number 4, N, carries -0.40; number 5, C, carries 0.66; number 6, C, carries -0.33; number 7, H, carries 0.49; number 8, H, carries 0.24; number 9, H, carries 0.27; number 10, H, carries 0.25



## two
Here is 2 unconnected molecules or ions with the total composition C2H4ClNO2 from the OMol25 dataset. Energies are from wB97M-V/def2-TZVPD.

Calculated values
Frontier orbital gap (Ha): 0.3777
LUMO (eV): -0.3

The geometry in ORCA input format:
```
! wB97M-V def2-TZVPD RIJCOSX def2/J DEFGRID3
* xyz 0 1
Cl -1.29042 -1.87001 0.24009
O -2.23643 1.21048 -0.16412
O -0.11457 1.69693 0.34281
N 1.32330 -0.40897 0.39349
C -1.08875 0.85408 -0.11865
C -0.51000 -0.46974 -0.43167
H 1.80156 -0.41983 -0.50474
H 0.65225 1.12496 0.73149
H 1.66243 -1.15031 0.99415
H -0.19938 -0.56758 -1.48285
*
```

Mulliken analysis output, partial charges in e: number 1, Cl, carries -0.11; number 2, O, carries -0.49; number 3, O, carries -0.54; number 4, N, carries -0.73; number 5, C, carries 0.37; number 6, C, carries 0.26; number 7, H, carries 0.23; number 8, H, carries 0.53; number 9, H, carries 0.20; number 10, H, carries 0.27



Most stable to least stable: one, two



## one
Here is 2 unconnected molecules or ions with the total composition C6H16N2 from the OMol25 dataset. Energies are from wB97M-V/def2-TZVPD.

Calculated values
Frontier orbital gap (spin up / spin down) (Ha): 0.1894 / 0.1552
LUMO (spin up / spin down) (eV): 3.5 / 2.7

The geometry in ORCA input format:
```
! wB97M-V def2-TZVPD RIJCOSX def2/J DEFGRID3
* xyz -1 2
N 1.73343 -2.75678 2.03470
N 1.04518 0.38280 0.08032
C -0.24208 -0.36719 0.10049
C -1.13918 1.96342 -0.47254
C -0.02962 -1.72978 -0.56038
C -1.68958 2.69881 -1.68184
C -1.30491 0.50302 -0.69431
C 1.90373 -0.17275 1.15788
H 1.72694 0.47355 2.05668
H 2.96490 -0.10253 0.90731
H -0.92380 -2.17901 -1.04530
H -1.59072 2.45105 0.38298
H 0.38893 -2.55445 0.06564
H 0.88642 -2.98312 2.54331
H 0.70786 -1.60127 -1.37021
H 0.61083 1.31475 -0.02280
H -2.30441 0.07177 -0.51084
H -1.07169 0.20046 -1.72387
H -0.63546 -0.53872 1.09598
H -1.23224 2.32068 -2.58863
H -2.75590 2.67922 -1.93023
H -1.26754 3.72059 -1.76984
H 1.71928 -1.33940 1.31415
H 2.49963 -2.45512 2.63134
*
```

Mulliken analysis output, partial charges in e: number 1, N, carries -1.07; number 2, N, carries -0.53; number 3, C, carries 0.57; number 4, C, carries -0.21; number 5, C, carries -1.65; number 6, C, carries -1.45; number 7, C, carries -0.71; number 8, C, carries -0.75; number 9, H, carries 0.19; number 10, H, carries 0.29; number 11, H, carries 0.31; number 12, H, carries 0.21; number 13, H, carries 0.47; number 14, H, carries 0.02; number 15, H, carries 0.36; number 16, H, carries 0.47; number 17, H, carries 0.37; number 18, H, carries 0.37; number 19, H, carries 0.12; number 20, H, carries 0.37; number 21, H, carries 0.32; number 22, H, carries 0.37; number 23, H, carries 0.42; number 24, H, carries 0.14



## two
Here is a gas-phase ion, C6H16N2 (charge -1) from the OMol25 dataset. Energies are from wB97M-V/def2-TZVPD.

Calculated values
Frontier orbital gap (spin up / spin down) (Ha): 0.0912 / 0.3354
LUMO (spin up / spin down) (eV): 3.9 / 3.8

The geometry in ORCA input format:
```
! wB97M-V def2-TZVPD RIJCOSX def2/J DEFGRID3
* xyz -1 2
N -1.09536 -0.35627 -0.02435
N 2.49878 -1.08725 0.82739
C -0.00800 -0.79287 0.89549
C -1.78570 -0.52021 -2.40465
C -1.64429 1.00109 0.16607
C 1.52563 1.15798 1.58941
C 1.34207 -0.12910 0.73286
C -0.58705 -0.47219 -1.41300
H 1.48256 1.01440 2.67988
H 2.27513 -1.74422 1.56026
H -1.70034 1.23259 1.22500
H -1.48193 -0.80624 -3.41668
H 1.43336 0.25454 -0.26394
H 2.46327 1.66631 1.38221
H -2.47108 -1.27597 -2.01456
H -2.17022 0.47837 -2.53903
H -1.11490 1.79877 -0.37357
H -2.62455 0.86607 -0.29430
H 0.07632 0.30594 -1.79430
H -0.06848 -1.44906 -1.51184
H -0.40629 -0.58032 1.93724
H 0.08239 -1.85011 0.69864
H 0.67299 1.81103 1.31298
H 3.30567 -0.52326 1.04276
*
```

Mulliken analysis output, partial charges in e: number 1, N, carries 1.05; number 2, N, carries -0.95; number 3, C, carries -1.91; number 4, C, carries -1.48; number 5, C, carries -2.33; number 6, C, carries -2.86; number 7, C, carries 1.72; number 8, C, carries -0.78; number 9, H, carries 0.75; number 10, H, carries 0.50; number 11, H, carries 0.45; number 12, H, carries 0.44; number 13, H, carries -0.35; number 14, H, carries 1.06; number 15, H, carries 0.50; number 16, H, carries 0.29; number 17, H, carries 0.21; number 18, H, carries 0.77; number 19, H, carries 0.28; number 20, H, carries 0.28; number 21, H, carries 0.33; number 22, H, carries 0.38; number 23, H, carries 0.13; number 24, H, carries 0.51



Most stable to least stable: two, one



## one
Here is 2 unconnected molecules or ions with the total composition C4H12ClNSi from the OMol25 dataset. Energies are from wB97M-V/def2-TZVPD.

Calculated values
Frontier orbital gap (Ha): 0.3278
LUMO (eV): 0.3

The geometry in ORCA input format:
```
! wB97M-V def2-TZVPD RIJCOSX def2/J DEFGRID3
* xyz 0 1
Cl -2.94712 -0.95041 0.53367
Si 0.01335 -0.23656 0.77604
N 0.18895 0.29733 -0.83380
C 0.21491 1.67033 -1.32290
C 0.04764 -0.54871 -1.99462
C 0.64782 -1.95870 1.05231
C -0.13306 1.04806 2.08033
H 1.81914 -2.03251 0.86780
H -0.26453 2.32119 -0.48677
H 0.78073 -1.30945 -1.83788
H -0.73682 0.69331 2.92163
H -0.81016 1.89285 1.77151
H 0.26090 0.06403 -2.89203
H -0.82442 -1.03279 -1.97092
H 0.41614 -2.38709 2.13951
H 1.11230 2.02793 -1.73248
H -0.61855 1.78118 -2.04042
H 0.11922 -2.71545 0.46366
H 0.71355 1.37546 2.50539
*
```

Mulliken analysis output, partial charges in e: number 1, Cl, carries -0.62; number 2, Si, carries 0.30; number 3, N, carries 0.27; number 4, C, carries -0.97; number 5, C, carries -1.17; number 6, C, carries -0.94; number 7, C, carries -1.16; number 8, H, carries 0.33; number 9, H, carries 0.21; number 10, H, carries 0.33; number 11, H, carries 0.34; number 12, H, carries 0.31; number 13, H, carries 0.48; number 14, H, carries 0.37; number 15, H, carries 0.32; number 16, H, carries 0.31; number 17, H, carries 0.45; number 18, H, carries 0.34; number 19, H, carries 0.50



## two
Here is 2 unconnected molecules or ions with the total composition C4H12ClNSi from the OMol25 dataset. Energies are from wB97M-V/def2-TZVPD.

Calculated values
Frontier orbital gap (spin up / spin down) (Ha): 0.3402 / 0.2425
LUMO (spin up / spin down) (eV): 0.1 / -0.1

The geometry in ORCA input format:
```
! wB97M-V def2-TZVPD RIJCOSX def2/J DEFGRID3
* xyz 0 1
Cl 0.52225 -2.86496 0.40820
Si 0.05772 -1.14927 -0.50886
N 2.18903 1.21831 -0.14645
C -1.34861 -0.28216 0.37476
C 3.47405 0.60363 -0.00064
C -2.65202 -1.06594 0.09574
C -1.36668 1.20382 -0.07639
H 4.28724 1.45696 -0.08740
H -1.40470 1.80258 0.81243
H 0.19923 -1.05237 -2.01311
H 3.69339 -0.14873 -0.93817
H -2.24915 1.25838 -0.70176
H -2.87346 -1.18514 -0.96841
H -1.38942 -0.38209 1.54426
H -3.54202 -0.58191 0.45950
H 2.06072 1.60279 0.83169
H -2.73480 -2.00931 0.65488
H -0.44588 1.41150 -0.70559
H 3.52311 0.16392 0.96532
*
```

Mulliken analysis output, partial charges in e: number 1, Cl, carries -0.22; number 2, Si, carries 0.13; number 3, N, carries -0.38; number 4, C, carries 0.60; number 5, C, carries -0.70; number 6, C, carries -1.69; number 7, C, carries -1.19; number 8, H, carries 0.26; number 9, H, carries 0.25; number 10, H, carries -0.02; number 11, H, carries 0.20; number 12, H, carries 0.40; number 13, H, carries 0.44; number 14, H, carries 0.25; number 15, H, carries 0.42; number 16, H, carries 0.20; number 17, H, carries 0.39; number 18, H, carries 0.35; number 19, H, carries 0.31



Most stable to least stable: one, two



## one
Here is CH5BrSi in the gas phase from the OMol25 dataset. Energies are from wB97M-V/def2-TZVPD.

Calculated values
Frontier orbital gap (Ha): 0.3973
LUMO (eV): 0.8
Structure (SMILES): [SiH3]CBr

The geometry in ORCA input format:
```
! wB97M-V def2-TZVPD RIJCOSX def2/J DEFGRID3
* xyz 0 1
Br -2.39997 -0.05025 -0.05341
Si 0.73329 -0.66439 -0.02761
C -0.62852 0.65806 -0.10541
H 2.12534 0.02458 -0.04337
H 0.90763 -1.71205 -1.06507
H -0.44795 1.32326 -0.91822
H 0.31555 -0.94289 1.40169
H -0.60537 1.36369 0.81140
*
```

Mulliken analysis output, partial charges in e: number 1, Br, carries -0.12; number 2, Si, carries 0.34; number 3, C, carries -0.60; number 4, H, carries -0.08; number 5, H, carries -0.08; number 6, H, carries 0.36; number 7, H, carries -0.07; number 8, H, carries 0.25



## two
Here is 2 unconnected molecules or ions with the total composition CH5BrSi from the OMol25 dataset. Energies are from wB97M-V/def2-TZVPD.

Calculated values
Frontier orbital gap (spin up / spin down) (Ha): 0.1490 / 0.1491
LUMO (spin up / spin down) (eV): -3.4 / -3.4

The geometry in ORCA input format:
```
! wB97M-V def2-TZVPD RIJCOSX def2/J DEFGRID3
* xyz 0 1
Br 2.96228 -1.39606 -0.90297
Si -0.79771 0.91899 -0.50109
C -0.00072 -0.34463 0.61675
H -0.66040 -1.24943 0.60447
H -0.74809 1.40194 -1.92791
H 0.04236 -0.25319 1.78885
H -1.89759 1.61629 0.14163
H 1.09986 -0.69391 0.18026
*
```

Mulliken analysis output, partial charges in e: number 1, Br, carries -0.75; number 2, Si, carries 0.69; number 3, C, carries -0.49; number 4, H, carries 0.29; number 5, H, carries 0.04; number 6, H, carries 0.33; number 7, H, carries -0.03; number 8, H, carries -0.07



Most stable to least stable: one, two



## one
Here is C6H10N2O5 in the gas phase from the OMol25 dataset. Energies are from wB97M-V/def2-TZVPD.

Calculated values
Frontier orbital gap (Ha): 0.3566
LUMO (eV): 0.4
Structure (SMILES): NCC(=O)N[C@@H](CC(=O)O)C(=O)O

The geometry in ORCA input format:
```
! wB97M-V def2-TZVPD RIJCOSX def2/J DEFGRID3
* xyz 0 1
O -1.95445 -2.10127 0.57592
O -2.39986 -0.31464 -0.71184
O 0.55750 1.09291 1.97522
O 2.40653 -3.35236 0.51843
O 1.82502 -2.46568 -1.38540
N -0.55677 3.15685 -0.78017
N 0.11998 0.63655 -0.26639
C 0.26677 1.45756 0.84643
C 0.10312 2.85498 0.43507
C 0.67905 -1.72326 0.59858
C -1.61659 -1.16474 -0.05978
C -0.20454 -0.77811 -0.31641
C 1.64706 -2.50705 -0.24654
H -3.26207 -0.60168 -0.71740
H -0.46573 3.77335 -1.51190
H 1.06381 -1.16763 1.41289
H 3.04617 -3.67826 -0.08683
H 0.03538 -0.97397 -1.40260
H -1.35260 2.53261 -0.82467
H 1.04422 3.27570 0.54638
H -0.28155 1.22606 -1.02572
H -0.60667 3.14214 1.26485
H -0.09379 -2.32006 1.16189
*
```

Mulliken analysis output, partial charges in e: number 1, O, carries -0.56; number 2, O, carries -0.41; number 3, O, carries -0.65; number 4, O, carries -0.47; number 5, O, carries -0.52; number 6, N, carries -0.54; number 7, N, carries -0.26; number 8, C, carries 0.27; number 9, C, carries -0.18; number 10, C, carries -1.07; number 11, C, carries 0.28; number 12, C, carries 0.15; number 13, C, carries 0.67; number 14, H, carries 0.34; number 15, H, carries 0.09; number 16, H, carries 0.50; number 17, H, carries 0.32; number 18, H, carries 0.46; number 19, H, carries 0.21; number 20, H, carries 0.39; number 21, H, carries 0.36; number 22, H, carries 0.22; number 23, H, carries 0.39



## two
Here is C6H10N2O5 in the gas phase from the OMol25 dataset. Energies are from wB97M-V/def2-TZVPD.

Calculated values
Frontier orbital gap (Ha): 0.3458
LUMO (eV): 0.2
Structure (SMILES): N[C@@H](CC(=O)O)C(=O)NCC(=O)O

The geometry in ORCA input format:
```
! wB97M-V def2-TZVPD RIJCOSX def2/J DEFGRID3
* xyz 0 1
O 0.53350 -1.27658 -1.03238
O -4.23628 -0.93429 0.66791
O 3.12559 -0.43049 1.83882
O 3.10661 -1.56090 -0.18601
O -3.31970 1.04639 0.75903
N -1.13019 0.30919 -0.60580
N 0.61077 2.13058 -0.13434
C -2.25217 -0.63421 -0.50343
C 2.96784 -0.42752 0.67379
C 2.70487 0.88076 -0.21231
C -3.27822 -0.09482 0.32405
C 1.22348 1.03960 -0.69637
C 0.12916 -0.16600 -0.74816
H -4.18253 -1.72530 0.13063
H -2.64471 -0.99563 -1.48980
H 3.36718 0.95650 -1.09739
H 1.27759 1.23871 -1.84659
H 2.29723 -1.61697 -0.63257
H 0.97326 2.43480 0.83490
H -1.90639 -1.49059 0.03742
H 0.08131 2.87031 -0.50098
H -1.23465 1.22690 -0.17620
H 2.96010 1.68306 0.51718
*
```

Mulliken analysis output, partial charges in e: number 1, O, carries -0.78; number 2, O, carries -0.47; number 3, O, carries -0.49; number 4, O, carries -0.52; number 5, O, carries -0.59; number 6, N, carries -0.16; number 7, N, carries -0.68; number 8, C, carries -0.78; number 9, C, carries 0.45; number 10, C, carries -0.66; number 11, C, carries 0.79; number 12, C, carries 0.64; number 13, C, carries 0.11; number 14, H, carries 0.33; number 15, H, carries 0.32; number 16, H, carries 0.27; number 17, H, carries 0.16; number 18, H, carries 0.45; number 19, H, carries 0.16; number 20, H, carries 0.39; number 21, H, carries 0.20; number 22, H, carries 0.45; number 23, H, carries 0.40



Most stable to least stable: one, two



## one
Here is CH4FNS in the gas phase from the OMol25 dataset. Energies are from wB97M-V/def2-TZVPD.

Calculated values
Frontier orbital gap (Ha): 0.3613
LUMO (eV): 0.7
Structure (SMILES): CNSF

The geometry in ORCA input format:
```
! wB97M-V def2-TZVPD RIJCOSX def2/J DEFGRID3
* xyz 0 1
S -1.67592 0.59326 -0.18170
F -2.30394 -1.04778 0.01485
N -0.21902 0.51502 0.49140
C 0.90690 -0.06374 -0.34513
H -0.10801 0.94459 1.38671
H 1.81736 -0.12279 0.29500
H 0.73272 -1.19830 -0.41149
H 0.84992 0.37973 -1.24964
*
```

Mulliken analysis output, partial charges in e: number 1, S, carries 0.15; number 2, F, carries -0.36; number 3, N, carries -0.23; number 4, C, carries -0.69; number 5, H, carries 0.27; number 6, H, carries 0.31; number 7, H, carries 0.25; number 8, H, carries 0.30



## two
Here is 2 unconnected molecules or ions with the total composition CH4FNS from the OMol25 dataset. Energies are from wB97M-V/def2-TZVPD.

Calculated values
Frontier orbital gap (spin up / spin down) (Ha): 0.2695 / 0.2695
LUMO (spin up / spin down) (eV): -1.8 / -1.8
Structure (SMILES): CN=S.F

The geometry in ORCA input format:
```
! wB97M-V def2-TZVPD RIJCOSX def2/J DEFGRID3
* xyz 0 1
S -0.29899 2.24422 -0.00431
F -2.46866 -1.21219 -0.00915
N -0.23392 0.68116 0.09388
C 0.93730 -0.13882 0.03804
H 1.98930 0.39098 -0.03230
H 0.66821 -0.81507 -0.81646
H -1.75331 -0.50828 -0.27981
H 1.16007 -0.64200 1.01011
*
```

Mulliken analysis output, partial charges in e: number 1, S, carries 0.00; number 2, F, carries -0.44; number 3, N, carries -0.26; number 4, C, carries -0.52; number 5, H, carries 0.26; number 6, H, carries 0.24; number 7, H, carries 0.45; number 8, H, carries 0.27



Most stable to least stable: one, two